No. 1
ORCA calculation (the ωB97M-V functional and the def2-TZVPD basis) on C16H11BrFN9O2V as an isolated structure.

Each line ends with the Mulliken spin population.
Atoms and positions in Å:
C1 2.7502 -1.6534 -2.9615  0.0141
N1 -0.0390 4.1234 1.0910  -0.0036
H1 7.4727 1.1430 -1.1743  0.0000
C2 3.3942 0.5867 0.9877  -0.0036
N2 -0.9944 -2.2207 2.2443  -0.0014
C3 0.2676 -1.9538 -1.7210  -0.0414
C4 4.8775 0.5689 0.9141  -0.0029
C5 1.0544 -3.0687 -1.9445  0.0208
H2 2.3181 0.4333 -3.0135  0.0011
Br1 7.9254 -0.3606 3.5532  0.0000
C6 -0.4506 2.2142 1.8874  0.0110
C7 6.9582 0.1572 2.0116  0.0000
H3 -1.1425 0.4035 -1.6046  0.0051
H4 -0.6911 -2.0699 -1.2365  0.0008
O1 2.7659 0.7848 -0.1707  0.0042
C8 6.9370 0.8734 -0.2741  0.0002
H5 0.7376 -4.0557 -1.6393  0.0007
F1 3.0437 -3.9656 -2.7860  -0.0033
C9 5.5523 0.9093 -0.2522  0.0006
N3 -0.8737 1.1871 2.6796  -0.0008
C10 1.9659 -0.5491 -2.7242  -0.0303
N4 -0.3060 -1.9185 1.2170  0.0115
C11 2.2767 -2.8964 -2.5628  -0.0357
H6 5.0343 -0.0636 2.9541  0.0002
H7 4.9903 1.2059 -1.1266  0.0012
H8 0.1846 1.4481 -2.2863  0.0010
V1 0.9390 0.4414 -0.0700  1.1975
C12 -0.7849 -0.1233 2.3118  0.0139
H9 -1.3785 1.4128 3.5214  0.0009
N5 -0.1368 -0.5587 1.2078  -0.0294
O2 2.7617 0.3921 2.0062  0.0089
C13 -0.0753 0.5283 -1.7642  -0.1887
N6 -1.3215 -1.1246 2.9642  0.0009
N7 -0.6033 3.4881 2.1459  0.0019
N8 0.1881 2.0378 0.7106  -0.0401
H10 8.7273 0.4613 0.8428  0.0000
H11 3.7182 -1.5768 -3.4362  0.0006
C14 0.7008 -0.6734 -2.1094  0.0747
C15 7.6469 0.4946 0.8558  0.0001
C16 5.5779 0.1940 2.0560  0.0000
N9 0.4303 3.3003 0.2414  0.0094

Results
- expectation value of S² = 0.798
- spin multiplicity = 2
- E_HOMO (alpha / beta) (Ha) = -0.3345 / -0.3345
- Kohn-Sham gap (alpha / beta) (Ha) = 0.25385 / 0.27790
- LUMO energy (alpha / beta) (hartree) = -0.08067 / -0.05663



No. 2
ORCA calculation (the ωB97M-V functional and the def2-TZVPD basis) on the molecule C18H19NO2.

Each line ends with the Löwdin charge.
Atoms and positions in Å:
H1 -0.3155 -0.0313 -5.4388  0.1002
C1 -0.8797 0.0217 1.4199  -0.3781
N1 0.1117 0.0892 0.5055  0.0184
C2 0.7628 -3.3172 -0.7965  -0.0687
H2 -2.1779 1.6650 0.8842  0.1507
C3 -0.6472 2.5646 3.4997  -0.1784
H3 -1.8535 0.9546 -1.5811  0.1101
C4 0.7908 -1.1140 0.1472  -0.2181
H4 -1.0598 3.5579 3.7204  0.1205
C5 -0.1491 0.2398 -4.4069  -0.0912
C6 0.4967 1.2470 -0.2877  -0.0850
H5 2.6535 -4.3153 -0.9050  0.1000
H6 2.7007 -0.4037 0.8063  0.1168
C7 0.0911 -2.1673 -0.4236  -0.0045
H7 2.3615 0.8139 -2.2239  0.1123
H8 -1.9841 1.7779 5.0393  0.1123
H9 1.5527 1.4703 -0.1057  0.1265
C8 2.1307 -3.4180 -0.6089  -0.0906
C9 1.1403 0.3749 -3.9232  -0.0783
H10 -0.8959 0.5752 4.3165  0.1159
C10 -1.0119 0.7962 -2.2406  -0.0380
C11 -1.5019 1.4593 4.1183  -0.1439
H11 -0.9746 -2.0818 -0.5665  0.1223
C12 -1.2260 0.4512 -3.5623  -0.0804
H12 0.2158 -4.1358 -1.2400  0.1037
H13 0.3945 2.5359 3.8321  0.1208
C13 -2.4890 1.1572 2.9944  -0.1196
H14 -2.2345 0.3457 -3.9346  0.1019
H15 -3.3062 1.8789 2.9857  0.1204
C14 2.1604 -1.2174 0.3450  -0.0157
O1 -1.1859 -1.0224 1.9650  0.0815
O2 -0.6795 2.3749 2.0908  -0.1158
H16 -2.8845 0.1460 3.0433  0.1150
H17 1.9838 0.2085 -4.5768  0.1022
C15 2.8271 -2.3678 -0.0357  -0.0810
H18 3.8931 -2.4458 0.1210  0.1015
H19 -0.0875 2.1109 0.0223  0.1197
C16 0.2795 0.9356 -1.7473  -0.2091
C17 1.3527 0.7173 -2.5991  -0.0384
C18 -1.6036 1.3429 1.7629  -0.2376

Results
- SMILES string = O=C([C@H]1CCCO1)N(Cc1ccccc1)c1ccccc1
- spin multiplicity = 1
- E_HOMO (Ha) = -0.3235
- Kohn-Sham gap (Ha) = 0.35320
- LUMO energy (hartree) = 0.02973



No. 3
ORCA calculation (the ωB97M-V functional and the def2-TZVPD basis) on a 2-piece molecular cluster, C2H6NO2 overall in a non-equilibrium geometry.

Each line ends with the Löwdin charge.
Atoms and positions in Å:
H1 -0.0554 2.1278 2.2831  -0.0057
H2 0.8408 -2.3842 -1.6930  0.0798
C1 0.2805 -0.4780 -0.9772  -0.8368
C2 -0.2628 1.2555 1.6507  -0.0771
H3 -0.4846 0.3875 2.2832  0.0104
O1 1.3391 -0.4547 -0.2821  -0.1351
H4 0.5949 1.0363 0.9882  -0.0036
N1 -0.0027 -1.7447 -1.6173  0.0493
H5 -0.5674 -1.6389 -2.4272  0.0265
H6 -1.1411 1.4464 1.0129  0.0096
O2 -0.5413 0.4468 -1.2213  -0.1173

Results
- net charge = -1
- spin multiplicity = 1
- E_HOMO (Ha) = -0.1473
- Kohn-Sham gap (Ha) = 0.31473
- LUMO energy (hartree) = 0.16740



Record-wise energy above the lowest of the compared OMol25 structures with the same formula, charge and spin values, in eV: 0.197; 0.985; 0.106